Entry 1:
95
Properties=species:S:1:pos:R:3:forces:R:3 method="wB97M-V/def2-TZVPD" total_charge=-1 orbital_gap_ev="4.491 / 6.545" homo_ev="-2.4 / -4.5" multiplicity=5 s_squared=6.04 energy_ev=-178474.3612
Cr 0.161 -0.298 0.147 -0.19 0.53 0.04
C -4.033 -3.680 1.249 0.18 1.04 -0.51
C -3.198 -2.871 0.289 -0.26 -0.39 -0.10
C -3.259 -2.859 -1.089 0.38 0.47 0.64
C -2.232 -1.986 -1.488 -0.11 -0.36 -0.46
N -1.570 -1.540 -0.421 0.32 0.39 -0.22
N -2.184 -2.070 0.660 -0.17 -0.50 0.44
B -1.697 -1.880 2.104 0.55 0.03 0.28
N -0.240 -2.399 2.235 -0.94 -0.04 -0.24
N 0.679 -1.987 1.335 -0.20 0.20 0.33
C 1.791 -2.661 1.601 0.88 -0.14 -0.46
C 1.571 -3.561 2.657 0.21 -0.09 0.11
C 0.253 -3.356 3.033 0.02 -0.42 -0.01
C -0.580 -4.078 4.060 0.03 0.07 -0.38
C 3.063 -2.484 0.831 -0.17 -0.10 0.58
C 3.128 -2.920 -0.499 0.45 0.26 0.80
C 4.330 -2.769 -1.174 0.05 0.32 0.20
C 5.419 -2.144 -0.567 -0.45 -0.40 0.17
C 5.344 -1.732 0.758 0.19 -0.07 -0.25
C 4.182 -1.922 1.485 -0.79 -0.16 -0.35
N -1.734 -0.395 2.471 -0.41 0.05 -0.08
N -1.077 0.507 1.703 0.11 0.01 0.17
C -1.558 1.713 2.030 0.60 0.43 -0.66
C -2.549 1.575 2.991 -0.23 -1.03 0.32
C -2.654 0.212 3.244 0.13 0.22 -0.04
C -3.604 -0.564 4.121 -0.04 0.47 -0.60
C -1.161 3.027 1.422 0.34 -1.21 0.54
C 0.151 3.459 1.322 1.14 0.37 -0.11
C 0.437 4.711 0.773 -0.27 -0.13 0.29
C -0.602 5.523 0.320 0.51 0.35 -0.24
C -1.912 5.088 0.411 -0.14 -0.26 0.02
C -2.173 3.838 0.979 -1.15 0.83 -0.48
C -2.030 -1.622 -2.906 0.50 0.48 0.10
C -0.786 -1.260 -3.440 -0.41 -0.18 0.53
C -0.722 -0.818 -4.755 0.70 -0.06 -0.20
C -1.855 -0.786 -5.544 -0.75 0.04 -0.29
C -3.109 -1.158 -5.017 0.42 0.07 -1.37
C -3.173 -1.574 -3.713 -0.38 0.23 0.45
H -4.798 -4.174 0.657 -0.08 -0.19 0.22
H -4.490 -3.033 2.003 -0.10 -0.14 -0.12
H -3.402 -4.379 1.767 0.12 -0.56 0.22
H -3.926 -3.390 -1.726 -0.29 -0.23 -0.18
H -2.404 -2.461 2.863 0.01 -0.18 -0.08
H 2.288 -4.288 3.047 -0.38 0.41 -0.12
H 0.058 -4.784 4.596 -0.12 0.19 0.09
H -1.400 -4.651 3.602 0.29 0.19 0.01
H -1.043 -3.365 4.743 0.12 -0.13 0.15
H 2.241 -3.335 -0.963 0.15 0.03 -0.04
H 4.408 -3.081 -2.196 0.01 -0.13 -0.44
H 6.335 -2.005 -1.119 0.09 0.08 -0.11
H 6.215 -1.251 1.180 -0.03 0.09 0.26
H 4.082 -1.579 2.522 0.07 -0.15 -0.47
H -3.126 2.340 3.439 -0.31 0.60 0.30
H -4.096 0.119 4.822 0.08 -0.23 -0.13
H -3.092 -1.358 4.650 0.07 -0.03 0.25
H -4.359 -1.043 3.479 0.06 0.17 0.31
H 1.004 2.849 1.641 -0.60 0.12 -0.05
H 1.469 5.067 0.714 -0.33 -0.25 -0.04
H -0.338 6.483 -0.135 -0.30 -0.28 0.15
H -2.735 5.681 0.013 0.21 -0.08 0.14
H -3.205 3.484 1.030 0.30 0.08 -0.01
H 0.099 -1.318 -2.802 -0.20 0.17 -0.32
H 0.248 -0.520 -5.180 -0.51 -0.13 0.28
H -1.772 -0.461 -6.582 -0.09 -0.05 0.25
H -4.010 -1.154 -5.673 0.76 0.11 0.69
H -4.151 -1.762 -3.283 0.15 -0.15 0.05
Cl -2.537 5.402 -4.452 -0.01 0.19 -0.25
C -1.882 4.183 -3.440 -0.01 -0.22 0.32
C -0.532 4.127 -3.136 0.58 0.44 -0.18
Cl 0.545 5.288 -3.819 -0.04 0.25 -0.21
C 0.004 3.189 -2.280 -0.21 -0.30 0.10
Cl 1.673 3.170 -1.930 0.33 -0.07 0.03
C -0.812 2.215 -1.660 0.52 -0.69 0.57
O -0.318 1.330 -0.853 -0.25 0.31 -0.38
C -2.182 2.321 -1.942 -0.47 -0.45 0.28
Cl -3.247 1.255 -1.071 0.11 0.06 -0.19
C -2.703 3.252 -2.822 -0.03 0.00 0.06
Cl -4.387 3.294 -3.131 -0.46 -0.03 -0.03
Cl 2.918 -0.484 -3.908 0.05 0.16 0.50
C 3.291 0.220 -2.333 -0.48 -0.73 0.07
C 4.455 0.944 -2.181 0.72 0.08 0.02
C 4.810 1.446 -0.935 -0.36 -0.21 -0.83
Cl 6.308 2.304 -0.789 0.38 0.15 0.01
C 3.974 1.316 0.172 -0.09 0.04 -0.07
C 4.261 1.821 1.461 0.55 0.29 0.36
C 3.360 1.545 2.502 0.21 -0.12 -0.08
C 2.186 0.898 2.227 -0.44 -0.46 -0.31
N 1.817 0.521 0.940 0.11 0.03 1.00
C 2.768 0.611 -0.033 0.47 0.31 -0.26
C 2.457 -0.036 -1.239 -0.15 0.23 -0.34
O 1.350 -0.792 -1.253 0.26 0.11 -0.19
H 5.141 1.041 -3.018 -0.18 0.11 0.10
H 5.227 2.305 1.634 -0.51 -0.13 0.03
H 3.615 1.796 3.531 -0.18 -0.04 -0.22
H 1.524 0.604 3.033 -0.23 0.09 -0.12

Entry 2:
87
Properties=species:S:1:pos:R:3:forces:R:3 method="wB97M-V/def2-TZVPD" e_above_lowest_ev=7.230 total_charge=+2 orbital_gap_ev=5.467 homo_ev=-12.5 energy_ev=-100243.6782
Pb 0.248 0.197 0.467 -0.46 0.13 0.55
Cl 0.184 0.998 4.927 -0.04 0.04 0.02
C -0.807 -0.207 4.170 -0.11 0.45 -0.62
C -0.903 -1.449 4.890 -0.02 -0.64 0.08
C -0.774 -2.697 4.393 -0.19 0.45 0.46
Cl -0.735 -3.964 5.584 0.22 0.31 0.38
C -2.025 -3.057 2.144 -0.14 0.06 -0.36
C -1.517 -4.218 1.291 -0.04 0.05 -0.04
C -1.099 -3.779 -0.065 -0.08 0.26 -0.04
C -1.221 -2.516 -0.464 0.18 -0.59 -0.20
N -1.504 -1.435 0.396 -0.91 0.57 1.03
C -2.016 -1.706 1.563 0.40 -0.34 -0.94
C -1.305 0.097 2.945 0.58 -0.44 0.61
O -0.921 1.042 2.164 0.13 -0.03 -0.81
H -0.901 -1.347 5.967 -0.11 -0.09 0.08
H -2.251 -5.017 1.167 0.04 0.08 0.03
H -0.812 -4.543 -0.768 0.03 -0.07 -0.23
H -1.054 -2.218 -1.488 0.10 -0.02 -0.11
O -2.295 -0.796 2.478 -0.29 0.41 0.07
P 0.806 -1.974 2.202 0.66 -0.50 0.39
C -0.632 -3.072 2.950 0.32 0.32 0.06
C -3.184 -3.425 3.004 -0.13 -0.04 0.15
C -3.300 -4.596 3.641 -0.25 0.42 -0.16
C -2.323 -5.661 3.723 0.46 -0.46 -0.22
C -1.066 -5.632 3.267 -0.52 -0.27 -0.12
C -0.495 -4.547 2.411 0.27 -0.26 -0.15
C 1.944 -1.704 3.591 -0.19 0.05 -0.23
C 2.146 -2.705 4.540 0.07 0.23 0.04
C 3.102 -2.536 5.521 -0.02 -0.12 0.02
C 3.867 -1.382 5.551 0.05 0.12 -0.05
C 3.679 -0.393 4.599 0.12 0.05 0.02
C 2.715 -0.546 3.619 -0.17 -0.24 -0.12
C 1.879 -3.044 1.156 -0.15 0.28 -0.05
C 1.912 -2.844 -0.224 -0.02 0.15 0.23
C 2.791 -3.551 -1.022 0.08 0.03 -0.19
C 3.679 -4.448 -0.451 -0.08 0.03 0.01
C 3.664 -4.647 0.920 0.03 -0.07 0.00
C 2.771 -3.956 1.718 -0.01 0.05 -0.04
H -3.964 -2.686 3.078 -0.18 0.04 0.11
H -4.210 -4.772 4.195 -0.14 0.08 0.05
H -2.637 -6.526 4.289 0.04 -0.10 0.01
H -0.421 -6.480 3.439 0.04 -0.10 0.14
H 0.509 -4.810 2.084 -0.14 -0.03 0.05
H 1.554 -3.606 4.530 0.04 -0.08 0.01
H 3.255 -3.311 6.255 0.01 -0.05 0.10
H 4.614 -1.256 6.318 0.10 0.04 0.09
H 4.287 0.497 4.623 0.04 0.13 0.02
H 2.555 0.231 2.880 0.05 0.06 0.05
H 1.241 -2.125 -0.684 0.10 -0.16 -0.08
H 2.784 -3.397 -2.091 0.05 0.06 -0.11
H 4.388 -4.976 -1.069 0.05 -0.10 -0.08
H 4.356 -5.338 1.374 0.08 -0.08 0.04
H 2.796 -4.106 2.786 0.04 -0.06 -0.01
C 3.814 4.468 -1.411 -0.15 -0.04 -0.05
C 3.891 3.090 -1.257 0.06 -0.12 0.06
C 2.888 2.279 -1.749 -0.05 -0.16 -0.12
C 1.775 2.837 -2.396 -0.72 -0.55 -0.35
C 1.702 4.230 -2.524 -0.23 -0.07 -0.05
C 2.718 5.034 -2.043 0.05 0.09 -0.01
Si 0.458 1.754 -3.162 0.22 0.00 -0.06
C -1.324 2.294 -3.227 0.89 -0.29 0.06
C -2.088 2.082 -4.385 0.20 -0.15 0.00
C -3.387 2.546 -4.459 -0.06 0.00 -0.08
C -3.953 3.209 -3.380 0.16 -0.06 0.00
C -3.215 3.409 -2.222 -0.06 0.04 0.12
C -1.910 2.964 -2.143 0.23 -0.01 -0.01
C 0.999 0.136 -3.934 -0.33 0.86 0.42
C 2.280 0.014 -4.491 0.03 0.19 0.12
C 2.649 -1.139 -5.156 0.07 -0.01 -0.04
C 1.758 -2.196 -5.265 -0.01 0.10 0.06
C 0.495 -2.100 -4.699 -0.10 -0.09 0.05
C 0.113 -0.944 -4.045 -0.13 0.13 0.04
H 4.608 5.098 -1.041 0.08 0.06 0.05
H 4.743 2.651 -0.762 0.08 -0.05 0.05
H 2.965 1.205 -1.637 0.07 -0.08 -0.02
H 0.854 4.683 -3.016 -0.12 0.09 -0.05
H 2.659 6.104 -2.165 -0.02 0.10 -0.01
H -1.656 1.570 -5.231 0.02 -0.08 -0.13
H -3.958 2.395 -5.361 -0.05 -0.02 -0.08
H -4.969 3.569 -3.443 -0.09 0.04 0.01
H -3.657 3.919 -1.381 -0.04 0.05 0.09
H -1.343 3.129 -1.237 0.05 0.12 0.10
H 2.979 0.833 -4.420 0.12 0.11 0.00
H 3.629 -1.210 -5.603 0.10 0.00 -0.03
H 2.045 -3.088 -5.799 0.02 -0.10 -0.04
H -0.199 -2.922 -4.786 -0.07 -0.07 -0.01
H -0.881 -0.867 -3.627 -0.16 0.00 -0.02